A | ORCA calculation (the ωB97M-V functional and the def2-TZVPD basis) on 2 unconnected molecules or ions with the total composition C2H3NO3.

Calculated values
Gap between HOMO and LUMO in eV: 8.452
Charge: 0
Highest occupied orbital energy in eV: -10.02
LUMO level in eV: -1.6

CARTESIAN COORDINATES (ANGSTROEM)
C  0.089  0.293  -1.107
C  0.432  0.469  1.262
H  -1.505  -1.636  -0.885
H  0.515  1.322  -1.105
H  0.845  1.466  1.014
N  0.092  -0.255  0.125
O  -0.356  -1.485  0.359
O  -0.373  -0.316  -2.072
O  0.260  0.143  2.409


B | ORCA calculation (the ωB97M-V functional and the def2-TZVPD basis) on a single C2H3NO3 molecule.

Calculated values
Gap between HOMO and LUMO in eV: 11.002
Charge: 0
Highest occupied orbital energy in eV: -10.41
LUMO level in eV: 0.6
SMILES: O=CNOC=O

CARTESIAN COORDINATES (ANGSTROEM)
O  -2.265  0.373  -0.317
C  -1.570  -0.610  -0.082
N  -0.111  -0.599  -0.279
O  0.257  0.613  -0.567
C  1.373  0.880  -0.026
O  2.020  0.339  0.994
H  -1.867  -1.675  0.079
H  0.419  -1.305  0.320
H  1.743  1.984  -0.123


C | ORCA calculation (the ωB97M-V functional and the def2-TZVPD basis) on a molecular structure, C2H3NO3.

Calculated values
Gap between HOMO and LUMO in eV: 9.209
Charge: 0
Highest occupied orbital energy in eV: -10.32
LUMO level in eV: -1.1

CARTESIAN COORDINATES (ANGSTROEM)
O  -1.551  1.534  -0.978
C  -0.886  0.567  -1.225
N  0.056  -0.090  -0.490
C  1.082  -0.062  1.057
O  0.469  -1.116  1.640
O  1.494  0.867  1.642
H  -0.912  0.004  -2.170
H  0.653  -0.865  -0.754
H  -0.404  -0.840  1.279


D | ORCA calculation (the ωB97M-V functional and the def2-TZVPD basis) on 2 unconnected molecules or ions with the total composition C2H3NO3.

Calculated values
Gap between HOMO and LUMO in eV: 7.281
Charge: 0
Highest occupied orbital energy in eV: -9.40
LUMO level in eV: -2.1

CARTESIAN COORDINATES (ANGSTROEM)
C  -2.217  -0.192  -0.196
C  1.023  0.120  0.025
N  -3.264  0.255  -0.375
O  0.616  -0.992  0.655
O  0.487  1.295  0.463
O  1.497  0.046  -1.245
H  -0.430  -0.884  0.614
H  0.351  1.138  1.434
H  1.938  -0.787  -1.375


Of them, the most stable is C and the least stable is A.